Here is a structure of composition C32H42FN2O5PRuSSi from OMol25. Energies are from ωB97M-V with the def2-TZVPD basis set.

Geometry (Å):
Ru (0.500, 0.104, -0.696)
C (2.268, 4.277, -2.436)
Si (2.325, 3.017, -0.996)
C (3.842, 1.888, -1.217)
C (2.471, 3.992, 0.651)
N (0.877, 2.056, -1.075)
C (-0.332, 2.587, -1.398)
C (-0.828, 3.769, -0.822)
C (-2.073, 4.256, -1.156)
C (-2.863, 3.607, -2.094)
C (-2.388, 2.463, -2.718)
C (-1.148, 1.974, -2.370)
F (-0.623, 0.907, -3.029)
H (3.146, 4.917, -2.417)
H (1.387, 4.911, -2.379)
H (2.245, 3.773, -3.398)
H (4.753, 2.431, -0.988)
H (3.906, 1.545, -2.243)
H (3.787, 1.021, -0.567)
H (3.515, 4.172, 0.892)
H (2.031, 3.457, 1.485)
H (1.981, 4.960, 0.583)
H (-0.209, 4.264, -0.091)
H (-2.436, 5.153, -0.677)
H (-3.839, 3.993, -2.349)
H (-2.974, 1.958, -3.471)
O (2.007, -0.174, -2.607)
N (2.882, -1.112, -2.526)
C (3.991, -1.055, -3.292)
C (4.989, -1.991, -3.195)
C (4.849, -3.047, -2.296)
C (3.701, -3.122, -1.542)
C (2.703, -2.153, -1.657)
S (1.249, -2.253, -0.734)
H (4.042, -0.227, -3.980)
H (5.861, -1.903, -3.820)
H (5.629, -3.783, -2.194)
H (3.530, -3.919, -0.834)
C (-1.188, -4.712, 1.717)
C (-1.289, -3.185, 1.760)
C (-0.047, -2.590, 2.424)
C (-2.540, -2.747, 2.518)
O (-1.340, -2.769, 0.392)
P (-1.854, -1.303, -0.063)
O (-1.373, -0.232, 0.873)
O (-1.387, -1.102, -1.479)
O (-3.445, -1.342, 0.082)
C (-4.325, -1.979, -0.841)
C (-5.642, -2.179, -0.085)
C (-4.526, -1.035, -2.024)
C (-3.770, -3.319, -1.307)
H (-1.049, -5.109, 2.719)
H (-0.343, -5.002, 1.100)
H (-2.088, -5.140, 1.282)
H (-0.001, -2.885, 3.468)
H (-0.097, -1.506, 2.358)
H (0.854, -2.929, 1.917)
H (-2.480, -3.083, 3.551)
H (-3.432, -3.160, 2.052)
H (-2.614, -1.663, 2.494)
H (-5.980, -1.229, 0.320)
H (-5.504, -2.875, 0.738)
H (-6.399, -2.574, -0.758)
H (-4.831, -0.059, -1.652)
H (-5.287, -1.414, -2.702)
H (-3.584, -0.926, -2.557)
H (-3.627, -3.978, -0.455)
H (-2.806, -3.170, -1.786)
H (-4.462, -3.786, -2.004)
C (-0.067, 2.892, 4.139)
C (-0.695, 2.831, 2.888)
C (-0.205, 2.023, 1.898)
C (0.947, 1.227, 2.090)
C (1.489, 0.365, 1.093)
C (2.614, -0.367, 1.401)
C (3.215, -0.316, 2.668)
C (2.708, 0.503, 3.632)
C (1.576, 1.297, 3.367)
C (1.051, 2.140, 4.367)
H (-0.472, 3.525, 4.917)
H (-1.580, 3.424, 2.703)
H (-0.735, 1.970, 0.959)
H (3.074, -1.026, 0.674)
H (4.071, -0.945, 2.868)
H (3.155, 0.563, 4.612)
H (1.559, 2.157, 5.321)

As for the spin multiplicity: 5. For the relative energy (zero: lowest compared OMol25 entry of this formula, charge and spin), the calculation gives 34.1 kcal/mol. The HOMO energy (alpha / beta) is -7.87 / -7.85 eV. The calculation puts the LUMO energy (alpha / beta) at -0.269 / -1.758 eV.

***

Here is a structure of composition C32H42HfN4P2S from OMol25. Energies are from ωB97M-V with the def2-TZVPD basis set.

Geometry (Å):
Hf (-1.268, 1.160, 0.426)
N (-1.034, 3.185, 1.536)
C (-1.590, 4.316, 0.704)
C (-2.936, 3.898, 0.144)
N (-2.826, 2.594, -0.594)
C (-4.166, 1.958, -0.828)
C (-3.980, 0.470, -1.020)
N (-3.238, -0.058, 0.174)
H (-1.547, 3.168, 2.421)
H (-0.078, 3.424, 1.808)
H (-0.867, 4.547, -0.076)
H (-1.715, 5.214, 1.310)
H (-3.330, 4.681, -0.506)
H (-3.656, 3.760, 0.953)
H (-2.442, 2.811, -1.518)
H (-4.663, 2.401, -1.692)
H (-4.793, 2.158, 0.043)
H (-3.387, 0.248, -1.912)
H (-4.945, -0.023, -1.136)
H (-3.107, -1.065, 0.067)
H (-3.844, 0.030, 0.995)
C (3.116, -2.884, -3.662)
S (2.515, -1.987, -2.211)
C (3.399, -2.858, -0.886)
C (3.675, -1.954, 0.308)
C (2.499, -1.696, 1.232)
N (1.345, -0.948, 0.615)
P (1.286, 0.702, 0.264)
C (2.826, 1.550, 0.399)
C (3.689, 1.639, -0.703)
C (4.906, 2.278, -0.546)
C (5.262, 2.810, 0.690)
C (4.409, 2.713, 1.785)
C (3.184, 2.086, 1.645)
C (0.511, 1.040, -1.355)
C (-0.017, 0.152, -2.305)
C (-0.627, 0.654, -3.454)
C (-0.706, 2.026, -3.674)
C (-0.205, 2.921, -2.730)
C (0.374, 2.438, -1.563)
P (-0.281, -1.368, 0.685)
C (-0.622, -3.034, 0.206)
C (-0.289, -4.086, 1.075)
C (-0.505, -5.392, 0.674)
C (-1.059, -5.652, -0.577)
C (-1.400, -4.613, -1.434)
C (-1.179, -3.302, -1.049)
C (-1.098, -1.027, 2.276)
C (-0.980, 0.293, 2.795)
C (-1.885, 0.753, 3.769)
C (-2.915, -0.062, 4.208)
C (-3.022, -1.359, 3.708)
C (-2.143, -1.830, 2.736)
H (4.195, -2.781, -3.741)
H (2.654, -2.435, -4.538)
H (2.835, -3.932, -3.607)
H (4.351, -3.187, -1.301)
H (2.845, -3.749, -0.585)
H (4.112, -1.011, -0.025)
H (4.432, -2.433, 0.936)
H (2.822, -1.138, 2.113)
H (2.081, -2.643, 1.574)
H (3.421, 1.197, -1.655)
H (5.584, 2.357, -1.384)
H (6.218, 3.305, 0.803)
H (4.704, 3.126, 2.740)
H (2.523, 2.000, 2.502)
H (0.129, -0.914, -2.174)
H (-0.997, -0.035, -4.204)
H (-1.135, 2.400, -4.596)
H (-0.230, 3.986, -2.927)
H (0.847, 3.130, -0.868)
H (0.124, -3.891, 2.059)
H (-0.249, -6.209, 1.334)
H (-1.230, -6.676, -0.883)
H (-1.834, -4.830, -2.401)
H (-1.434, -2.494, -1.727)
H (-0.034, 0.828, 2.678)
H (-1.734, 1.717, 4.242)
H (-3.596, 0.285, 4.974)
H (-3.793, -2.019, 4.087)
H (-2.263, -2.835, 2.352)

Its total charge is +4. The HOMO energy is -17.68 eV. The calculation puts the LUMO energy at -12.773 eV.

***

Here is a structure of composition C32H42InN4O from OMol25. Energies are from ωB97M-V with the def2-TZVPD basis set.

Geometry (Å):
In (0.063, -0.762, -0.181)
N (3.407, 1.116, -1.394)
N (0.178, -0.254, -3.022)
C (-1.799, 0.725, 1.412)
C (-1.315, 1.869, 0.708)
C (0.029, 2.105, 1.116)
C (0.949, 3.145, 0.598)
H (0.410, 3.863, -0.031)
H (1.769, 2.706, 0.002)
H (1.399, 3.701, 1.434)
C (0.375, 1.139, 2.101)
C (1.659, 1.070, 2.838)
H (1.639, 1.746, 3.711)
H (2.505, 1.377, 2.205)
H (1.861, 0.058, 3.212)
C (-0.752, 0.277, 2.290)
C (-0.865, -0.792, 3.311)
H (0.100, -1.286, 3.488)
H (-1.595, -1.558, 3.020)
H (-1.198, -0.364, 4.271)
C (-2.093, 2.695, -0.246)
H (-2.577, 3.534, 0.281)
H (-2.888, 2.114, -0.734)
H (-1.448, 3.121, -1.026)
C (-3.156, 0.133, 1.301)
H (-3.160, -0.929, 1.582)
H (-3.544, 0.203, 0.274)
H (-3.864, 0.657, 1.966)
C (4.653, 0.771, -1.144)
H (5.233, 1.493, -0.558)
C (5.232, -0.432, -1.579)
H (6.268, -0.620, -1.323)
C (4.466, -1.341, -2.313)
H (4.887, -2.295, -2.643)
C (3.162, -1.005, -2.634)
H (2.501, -1.657, -3.210)
C (2.653, 0.271, -2.187)
C (1.365, 0.733, -2.362)
H (1.027, 1.779, -2.318)
C (-0.612, -0.936, -2.186)
C (-0.335, -0.260, -4.298)
H (0.205, 0.219, -5.087)
C (-1.499, -0.916, -4.265)
H (-2.203, -1.133, -5.039)
N (-1.728, -1.268, -2.928)
C (-2.969, -1.686, -2.386)
C (-4.117, -0.928, -2.681)
C (-5.338, -1.349, -2.151)
H (-6.240, -0.788, -2.402)
C (-5.424, -2.459, -1.310)
C (-6.755, -2.943, -0.814)
H (-6.677, -3.318, 0.214)
H (-7.136, -3.767, -1.436)
H (-7.496, -2.136, -0.843)
C (-4.255, -3.140, -0.966)
H (-4.304, -3.987, -0.279)
C (-3.024, -2.796, -1.524)
C (-1.821, -3.628, -1.209)
H (-1.093, -3.674, -2.025)
H (-2.156, -4.654, -0.995)
H (-1.304, -3.289, -0.299)
C (-4.052, 0.325, -3.487)
H (-3.769, 0.147, -4.530)
H (-3.372, 1.076, -3.060)
H (-5.054, 0.768, -3.494)
C (3.475, -4.747, 1.823)
N (2.168, -4.175, 1.540)
C (1.028, -5.088, 1.526)
C (2.013, -2.908, 1.163)
C (3.189, -1.989, 1.136)
O (0.814, -2.552, 0.860)
H (3.317, -5.791, 2.104)
H (3.971, -4.219, 2.649)
H (4.135, -4.709, 0.942)
H (1.098, -5.728, 2.410)
H (0.092, -4.527, 1.539)
H (1.059, -5.726, 0.631)
H (2.888, -0.985, 0.816)
H (3.638, -1.921, 2.141)
H (3.948, -2.370, 0.435)

Its total charge is -1. For the relative energy (zero: lowest compared OMol25 entry of this formula, charge and spin), the calculation gives 0.0 kcal/mol. The HOMO energy is -1.21 eV. The calculation puts the LUMO energy at 2.317 eV.

***

Here is a cluster of 5 separate species, C32H42N4O8 in total from OMol25. Energies are from ωB97M-V with the def2-TZVPD basis set.

Geometry (Å):
C (5.202, 1.889, 0.353)
C (4.239, 3.052, 0.414)
O (4.300, 3.821, 1.308)
N (3.317, 3.243, -0.708)
C (4.264, 3.346, -1.828)
C (4.918, 4.681, -1.968)
O (4.500, 2.445, -2.570)
C (2.272, 2.307, -0.937)
C (1.752, 1.412, -0.020)
C (2.137, 1.312, 1.437)
O (1.880, 2.538, 2.159)
N (0.609, 3.049, 1.798)
O (0.656, 4.204, 1.665)
C (0.728, 0.513, -0.386)
C (0.163, 0.471, -1.633)
C (-0.895, -0.540, -1.982)
C (-2.081, -0.572, -1.046)
C (-3.276, -0.004, -1.496)
C (-4.433, -0.011, -0.728)
C (-4.431, -0.596, 0.534)
C (-3.241, -1.151, 0.991)
C (-2.080, -1.156, 0.225)
C (0.620, 1.440, -2.568)
N (0.020, 1.459, -3.803)
C (0.462, 2.383, -4.605)
C (1.443, 3.332, -4.253)
N (2.016, 3.320, -3.089)
C (1.636, 2.341, -2.217)
H (6.143, 2.197, -0.094)
H (4.816, 1.064, -0.242)
H (5.387, 1.522, 1.356)
H (5.947, 4.515, -2.277)
H (4.429, 5.254, -2.749)
H (4.946, 5.230, -1.031)
H (1.557, 0.534, 1.929)
H (3.179, 1.083, 1.626)
H (0.355, -0.182, 0.348)
H (-0.424, -1.521, -1.965)
H (-1.266, -0.398, -2.989)
H (-3.295, 0.440, -2.484)
H (-5.350, 0.414, -1.113)
H (-5.336, -0.618, 1.115)
H (-3.247, -1.622, 1.966)
H (-1.191, -1.626, 0.613)
H (0.036, 2.427, -5.601)
H (1.728, 4.087, -4.971)
C (-1.611, 8.650, -0.100)
C (-1.010, 7.430, -0.760)
O (-1.213, 7.182, -1.926)
C (-0.149, 6.544, 0.104)
H (-2.205, 9.200, -0.827)
H (-2.253, 8.348, 0.729)
H (-0.819, 9.299, 0.277)
H (-0.730, 6.158, 0.940)
H (0.703, 7.109, 0.487)
H (0.218, 5.708, -0.487)
C (-0.226, -4.968, -2.270)
C (0.411, -4.377, -1.036)
O (0.068, -3.295, -0.613)
C (1.483, -5.193, -0.363)
H (-0.980, -4.284, -2.655)
H (0.531, -5.133, -3.039)
H (-0.702, -5.919, -2.025)
H (2.309, -5.365, -1.055)
H (1.078, -6.152, -0.037)
H (1.854, -4.655, 0.506)
C (1.903, -10.445, 1.960)
C (1.431, -9.420, 0.958)
O (1.437, -8.238, 1.211)
C (0.951, -9.940, -0.376)
H (2.219, -9.941, 2.870)
H (1.093, -11.135, 2.198)
H (2.745, -11.006, 1.553)
H (0.102, -10.610, -0.232)
H (1.754, -10.481, -0.878)
H (0.641, -9.105, -1.001)
C (-6.098, 1.472, 4.812)
C (-5.815, 0.140, 4.163)
O (-6.200, -0.113, 3.046)
C (-5.028, -0.862, 4.972)
H (-6.667, 2.095, 4.127)
H (-6.676, 1.328, 5.726)
H (-5.160, 1.975, 5.056)
H (-5.562, -1.103, 5.892)
H (-4.048, -0.453, 5.221)
H (-4.895, -1.772, 4.391)

The HOMO energy is -8.12 eV. The calculation puts the LUMO energy at -0.066 eV.

***

Here is a structure of composition C32H42N6OPPdS2 from OMol25. Energies are from ωB97M-V with the def2-TZVPD basis set.

Geometry (Å):
Pd (-0.055, 0.397, -0.763)
S (3.806, -2.216, 0.723)
C (2.389, -3.246, 0.743)
C (2.508, -4.621, 0.880)
C (1.412, -5.414, 1.178)
C (0.182, -4.788, 1.373)
C (0.043, -3.423, 1.229)
C (1.133, -2.593, 0.862)
N (0.995, -1.262, 0.746)
C (1.685, -0.501, -0.149)
C (2.093, -0.486, -2.519)
C (2.915, -0.507, -3.636)
C (2.491, 0.077, -4.826)
C (1.257, 0.698, -4.896)
C (0.471, 0.766, -3.748)
C (0.867, 0.196, -2.542)
H (3.492, -5.064, 0.780)
H (1.516, -6.485, 1.284)
H (-0.686, -5.378, 1.647)
H (-0.915, -2.956, 1.407)
H (3.895, -0.937, -3.600)
H (3.142, 0.044, -5.692)
H (0.920, 1.144, -5.825)
H (-0.482, 1.283, -3.796)
C (5.654, -2.243, -2.742)
C (4.399, -2.561, -1.924)
C (3.748, -1.508, -0.971)
N (2.392, -1.135, -1.285)
N (2.368, 0.635, 0.404)
C (3.562, 0.934, 0.131)
N (4.118, 2.094, 0.660)
S (4.776, 0.020, -0.809)
H (6.220, -3.168, -2.865)
H (6.314, -1.542, -2.231)
H (5.470, -1.855, -3.741)
H (4.698, -3.369, -1.259)
H (3.593, -2.959, -2.545)
H (3.410, 2.769, 0.910)
H (4.885, 2.485, 0.135)
N (-3.853, -2.908, -0.857)
C (-2.932, -1.946, -1.299)
N (-1.647, -2.366, -1.293)
O (-3.306, -0.858, -1.695)
H (-3.535, -3.495, -0.101)
H (-4.744, -2.474, -0.667)
H (-1.407, -3.247, -0.868)
H (-0.887, -1.679, -1.334)
C (0.138, 1.161, 3.017)
C (-0.574, 2.349, 2.358)
C (0.479, 3.368, 1.917)
C (-1.513, 2.970, 3.393)
P (-1.407, 1.681, 0.823)
C (-2.753, 0.681, 1.576)
C (-2.396, -0.641, 1.825)
C (-3.279, -1.520, 2.431)
C (-4.553, -1.098, 2.777)
C (-4.929, 0.215, 2.525)
C (-4.031, 1.097, 1.941)
C (-2.211, 3.070, -0.156)
C (-2.870, 4.226, 0.599)
C (-3.227, 2.378, -1.073)
C (-1.136, 3.682, -1.069)
H (0.764, 1.548, 3.827)
H (0.768, 0.605, 2.321)
H (-0.581, 0.469, 3.457)
H (1.139, 3.586, 2.762)
H (0.025, 4.305, 1.594)
H (1.086, 2.965, 1.102)
H (-0.920, 3.251, 4.269)
H (-2.267, 2.255, 3.724)
H (-2.021, 3.866, 3.039)
H (-1.403, -0.964, 1.529)
H (-2.968, -2.538, 2.632)
H (-5.251, -1.785, 3.240)
H (-5.922, 0.556, 2.789)
H (-4.347, 2.115, 1.767)
H (-3.647, 3.919, 1.296)
H (-3.333, 4.895, -0.132)
H (-2.136, 4.813, 1.152)
H (-4.082, 1.971, -0.534)
H (-2.778, 1.551, -1.623)
H (-3.599, 3.111, -1.795)
H (-0.430, 4.303, -0.518)
H (-1.637, 4.319, -1.804)
H (-0.568, 2.911, -1.599)

Its total charge is -1. For the relative energy (zero: lowest compared OMol25 entry of this formula, charge and spin), the calculation gives 42.1 kcal/mol. The HOMO energy is -3.44 eV. The calculation puts the LUMO energy at 2.554 eV.